(1)
Below is C15H30MgN2O7S2 as an isolated structure in a non-equilibrium geometry, with properties calculated with ωB97M-V with the def2-TZVPD basis set.

Positions of all 57 atoms, in Å:
Mg  0.94  -1.80  0.53
C  -0.31  -0.21  1.08
O  -0.86  -1.32  1.50
O  -0.04  -0.20  -0.22
O  0.88  -0.09  1.73
C  -1.04  1.42  -2.80
C  -1.41  1.26  -4.20
N  -1.67  1.17  -5.31
H  -1.35  0.65  -2.10
H  -1.51  2.33  -2.42
H  0.02  1.64  -2.70
C  0.66  1.38  4.17
C  -0.04  2.61  3.82
N  -0.59  3.58  3.53
H  1.45  1.61  4.88
H  1.01  0.91  3.25
H  -0.04  0.69  4.66
C  4.32  0.39  0.18
S  3.68  -0.82  -0.97
O  2.64  -1.52  -0.17
C  2.87  0.31  -2.08
H  3.52  1.10  0.41
H  5.21  0.95  -0.09
H  4.53  -0.19  1.08
H  3.68  0.88  -2.56
H  2.21  0.99  -1.55
H  2.34  -0.26  -2.84
C  1.65  -3.79  -3.18
S  0.20  -3.61  -2.15
O  0.65  -3.09  -0.82
C  -0.51  -2.17  -2.97
H  2.08  -4.79  -3.15
H  2.40  -3.02  -2.99
H  1.30  -3.57  -4.19
H  -1.37  -1.83  -2.39
H  -0.66  -2.36  -4.03
H  0.27  -1.40  -2.90
C  -1.59  4.70  0.25
C  -0.23  4.46  -0.36
O  0.30  5.28  -1.07
C  0.47  3.20  0.09
H  -2.02  5.60  -0.21
H  -1.57  4.77  1.34
H  -2.24  3.87  -0.03
H  1.52  3.48  0.17
H  0.26  2.34  -0.54
H  0.23  2.90  1.11
C  -4.14  -2.46  1.90
C  -3.14  -3.42  2.50
O  -3.08  -4.55  2.08
C  -2.30  -2.97  3.66
H  -3.95  -2.35  0.83
H  -4.01  -1.45  2.31
H  -5.19  -2.71  2.06
H  -2.24  -3.81  4.35
H  -2.82  -2.18  4.20
H  -1.37  -2.52  3.33

Output
2S+1   1
HOMO-LUMO gap   7.8 eV
DFT total energy   -2222.1533 Ha
LUMO   -0.308 eV
Energy relative to the best compared isomer or geometry (same formula, charge and spin)   0.00 kJ/mol

Atomic partial charges in e from the natural (NBO) method, atoms 1 to 5: 1.87, 0.90, -0.89, -0.94, -0.96



(2)
Below is a 5-piece molecular cluster, C15H30O5 overall in a non-equilibrium geometry, with properties calculated with ωB97M-V with the def2-TZVPD basis set.

Positions of all 50 atoms, in Å:
C  1.45  -4.53  1.52
C  1.46  -3.01  1.15
C  1.12  -2.04  2.26
O  1.66  -2.57  0.03
H  2.26  -5.00  0.98
H  0.40  -4.81  1.39
H  1.76  -4.33  2.57
H  0.70  -2.67  3.21
H  0.42  -1.23  1.95
H  1.87  -1.48  2.80
C  4.19  4.21  -2.99
C  5.07  3.81  -4.22
C  4.52  2.97  -5.39
O  6.22  4.14  -4.38
H  3.89  3.18  -2.50
H  3.38  4.85  -3.47
H  4.97  4.73  -2.40
H  4.99  1.84  -5.52
H  4.57  3.58  -6.39
H  3.42  2.99  -5.23
C  -3.07  0.71  3.66
C  -3.93  2.01  3.89
C  -5.10  1.93  4.79
O  -3.57  3.08  3.43
H  -2.14  0.70  3.92
H  -2.83  0.58  2.68
H  -3.41  -0.30  4.10
H  -5.55  2.90  4.98
H  -4.67  1.67  5.89
H  -5.92  1.38  4.25
C  -2.53  -4.70  -0.66
C  -1.42  -3.89  -1.35
C  -1.46  -2.34  -1.16
O  -0.48  -4.36  -2.03
H  -2.48  -4.26  0.33
H  -2.11  -5.73  -0.58
H  -3.42  -4.69  -1.01
H  -0.61  -2.08  -1.73
H  -0.99  -2.16  -0.08
H  -2.29  -1.88  -1.35
C  -1.06  2.47  -0.96
C  -0.30  1.26  -0.39
C  1.11  1.02  -0.87
O  -0.89  0.55  0.46
H  -2.09  2.26  -0.70
H  -0.88  2.67  -1.90
H  -0.77  3.43  -0.44
H  1.61  2.15  -0.87
H  1.31  0.57  -1.75
H  1.60  0.45  0.04

Output
2S+1   1
SMILES   CC(C)=O.CC(C)=O.CC(C)=O.CC(C)=O.CC(C)=O
HOMO-LUMO gap   9.9 eV
DFT total energy   -965.5069 Ha
LUMO   0.452 eV
Energy relative to the best compared isomer or geometry (same formula, charge and spin)   555.31 kJ/mol

Atomic partial charges in e from the natural (NBO) method, atoms 1 to 5: -0.71, 0.59, -0.76, -0.55, 0.25